1.
{"formula": "C4H12N2O3", "method": "the ωB97M-V functional and the def2-TZVPD basis", "fmax_ha_per_bohr": 0.0365, "e_homo_ev": -8.631, "relative_energy_kcal_mol": 120.8, "total_energy_ev": -13461.0623, "charge": 0, "symbols": ["C", "C", "N", "N", "O", "H", "H", "H", "H", "H", "H", "H", "H", "C", "C", "O", "O", "H", "H", "H", "H"], "positions_angstrom": [[-0.424333, -0.419405, 0.240749], [1.956587, -0.841093, 0.524819], [0.654642, -1.390113, 0.170323], [0.410468, -2.554975, 0.969871], [-1.630976, -0.964891, -0.248255], [-1.479634, -1.204555, -1.173409], [-0.364013, -3.053609, 0.546957], [0.108215, -2.276215, 1.909504], [0.021957, 0.245425, -1.031551], [-0.643951, -0.145000, 1.284572], [2.699359, -1.626711, 0.405166], [2.201543, -0.004697, -0.127470], [1.991740, -0.475067, 1.562974], [-1.568267, 2.112159, -0.255966], [-0.166928, 1.623598, -0.154406], [0.090019, 0.981761, -1.964945], [0.808522, 2.102382, 0.305810], [1.024073, 1.156097, -2.138904], [-2.214939, 1.368526, -0.711648], [-1.553774, 3.017924, -0.862569], [-1.920312, 2.348459, 0.748378]], "atomic_forces_ev_per_a": [[-0.1, 0.3, 0.6], [-0.1, 0.0, 0.0], [0.0, 0.0, -0.1], [0.0, 0.2, -0.1], [0.2, 0.1, -0.2], [-0.1, 0.0, 0.0], [0.0, 0.0, 0.0], [0.0, 0.0, -0.1], [0.3, 1.2, -1.4], [0.0, 0.0, 0.0], [0.0, 0.0, 0.0], [0.0, 0.0, 0.0], [0.0, 0.0, 0.0], [0.0, -0.1, -0.2], [0.1, -0.6, 0.9], [-0.1, -0.9, 0.7], [-0.3, -0.2, -0.3], [0.0, -0.1, 0.0], [0.0, 0.0, 0.0], [0.0, 0.0, 0.0], [0.0, 0.0, 0.0]]}

***

2.
{"formula": "C6H10N", "method": "the ωB97M-V functional and the def2-TZVPD basis", "fmax_ha_per_bohr": 0.0601, "smiles": "C=C(C)C[N+]1=CC1", "e_homo_ev": -13.737, "relative_energy_kcal_mol": 55.9, "total_energy_ev": -7863.9250, "charge": 1, "symbols": ["C", "C", "C", "C", "C", "C", "N", "H", "H", "H", "H", "H", "H", "H", "H", "H", "H"], "positions_angstrom": [[2.112486, -0.364240, 1.246065], [-1.691230, -0.081752, 1.051802], [0.104455, -0.519138, -0.654543], [2.676032, -0.707721, -0.071323], [-1.197128, 0.232455, -0.130894], [-1.728013, 1.233040, -1.090313], [1.414821, -0.472526, -0.043178], [1.947839, -1.143397, 1.979784], [2.261623, 0.629085, 1.657546], [-2.591184, 0.371889, 1.425044], [-1.239400, -0.815965, 1.698840], [-0.181544, -1.578633, -0.594304], [0.247470, -0.278456, -1.714549], [3.462077, -0.982951, -0.738788], [-1.004974, 2.031577, -1.250862], [-2.648448, 1.673544, -0.718197], [-1.944881, 0.773190, -2.052131]], "atomic_forces_ev_per_a": [[0.3, 0.2, 0.8], [0.0, -0.1, 0.0], [-1.9, -0.5, -1.0], [-3.0, 0.7, 0.2], [2.2, -0.3, 0.1], [-0.2, 0.1, 0.0], [2.1, 0.0, 0.5], [0.0, -0.2, -0.1], [-0.1, 0.0, -0.2], [-0.2, 0.2, 0.0], [0.1, -0.2, 0.0], [0.3, 0.1, -0.1], [0.1, -0.1, 0.2], [0.3, -0.2, -0.4], [0.1, 0.1, -0.1], [-0.1, 0.0, 0.0], [0.0, 0.0, -0.2]]}

***

Q: Look up the charge of the first one.
A: 0

***

Q: Look up the charge of the second one.
A: +1